DFT (the ωB97M-V functional and the def2-TZVPD basis) results for a cluster of 13 separate species, C81H181N7O13 in total.

Properties
- Frontier orbital gap: 8.02 eV
- E_tot: -4555.7512 hartree
- HOMO level: -0.2825 Eh
- Net charge: 0
- Relative energy (zero: lowest compared OMol25 entry of this formula, charge and spin): 162.6 kJ/mol

Cartesian coordinates (Å):
C: 2.395611 5.106297 -4.931362
C: 1.524921 6.280057 -4.364632
C: 0.050741 5.853907 -4.217072
C: -0.330959 5.082927 -2.944472
C: 0.279091 5.725557 -1.710892
C: 1.787471 6.106127 -1.801192
N: 2.103381 6.790537 -3.092712
O: 3.379551 7.334777 -3.162182
C: 2.002231 7.068787 -0.698212
C: 2.722381 4.911537 -1.589902
C: 1.554611 7.517947 -5.274632
H: 3.470561 5.116397 -4.751122
H: 2.185821 5.082297 -6.000722
H: 2.038231 4.145847 -4.559982
H: -0.703169 6.608807 -4.440312
H: -0.125939 5.149677 -5.030062
H: -0.015299 4.048907 -3.083202
H: -1.405819 5.019707 -2.774812
H: 0.170281 5.019897 -0.887292
H: -0.368359 6.590617 -1.567452
H: 1.582001 6.667467 0.223988
H: 3.033191 7.397757 -0.567872
H: 1.517271 8.022627 -0.905832
H: 2.499301 4.131687 -2.318032
H: 3.794451 5.097707 -1.654082
H: 2.563881 4.429727 -0.625112
H: 1.270831 7.157077 -6.263242
H: 2.543661 7.972827 -5.329082
H: 0.943521 8.334677 -4.890422
H: 3.249521 8.264187 -3.364372
C: 1.138321 -6.842733 0.935818
C: 0.323881 -7.184603 -0.334312
C: 1.015241 -8.346083 -1.097232
C: 0.086571 -8.717823 -2.268712
C: -1.223969 -9.233003 -1.642992
C: -2.006119 -8.126583 -0.804192
N: -1.021889 -7.423043 0.098668
O: -1.597419 -6.490283 0.866068
C: -2.775559 -7.229473 -1.751872
C: -2.981219 -8.821673 0.132068
C: 0.451451 -5.882943 -1.252002
H: 0.779181 -5.949563 1.447048
H: 2.176531 -6.704283 0.634068
H: 1.130261 -7.600123 1.719658
H: 1.981131 -8.062593 -1.515292
H: 1.246981 -9.201123 -0.462172
H: 0.596151 -9.425953 -2.922142
H: -0.116469 -7.843643 -2.887332
H: -1.122659 -10.101323 -0.991952
H: -1.882649 -9.487193 -2.473442
H: -3.485159 -7.772213 -2.376382
H: -3.425449 -6.577103 -1.168652
H: -2.258509 -6.639763 -2.508842
H: -3.512579 -8.080833 0.729488
H: -3.760579 -9.410663 -0.351452
H: -2.433369 -9.439903 0.843218
H: 1.041701 -5.162093 -0.686242
H: -0.500079 -5.383203 -1.433482
H: 0.957321 -6.004083 -2.209882
H: -1.925229 -5.945613 0.146718
C: -3.466819 4.812117 -0.134942
C: -4.718759 3.921007 -0.213202
C: -4.489889 2.737247 0.800618
C: -5.646579 1.802687 1.081478
C: -6.840639 2.685177 1.468308
C: -7.174459 3.812757 0.440748
N: -5.981389 4.598647 0.122258
O: -6.190219 5.822737 -0.506572
C: -7.941849 3.366897 -0.840012
C: -8.192629 4.674387 1.257628
C: -4.778869 3.423257 -1.709852
H: -2.552169 4.316547 0.190518
H: -3.649459 5.536747 0.658558
H: -3.301259 5.359057 -1.063142
H: -3.658599 2.208977 0.333728
H: -4.112539 3.143867 1.738898
H: -5.362739 1.077557 1.844198
H: -5.899119 1.225877 0.191758
H: -6.704049 3.123757 2.456778
H: -7.685719 2.022877 1.656248
H: -8.695559 2.596537 -0.676952
H: -8.309889 4.280757 -1.306382
H: -7.324989 2.883987 -1.597892
H: -7.591959 5.045027 2.088248
H: -8.497279 5.551287 0.686368
H: -9.060829 4.066567 1.512388
H: -5.325349 4.060377 -2.405212
H: -5.078869 2.378627 -1.627012
H: -3.784369 3.229297 -2.111672
H: -5.807249 6.454347 0.106628
C: 8.196831 2.225767 1.269848
C: 7.500281 1.156987 0.361278
C: 6.555161 1.930337 -0.705512
C: 7.356601 2.492467 -1.871522
C: 8.330501 1.518177 -2.488742
C: 9.137211 0.614017 -1.549902
N: 8.359701 0.157637 -0.332802
O: 9.106791 -0.595293 0.589408
C: 9.374571 -0.641333 -2.453262
C: 10.369801 1.430347 -1.191702
C: 6.433601 0.449127 1.226028
H: 8.888911 1.799217 1.995918
H: 7.452311 2.828417 1.790058
H: 8.703451 2.928017 0.607818
H: 5.910511 1.148867 -1.107782
H: 5.995081 2.801927 -0.366772
H: 7.824471 3.404577 -1.501032
H: 6.658991 2.867957 -2.620152
H: 8.941531 2.076087 -3.198302
H: 7.646561 0.888917 -3.058262
H: 8.451531 -1.177803 -2.673022
H: 9.871301 -0.404713 -3.394202
H: 10.002331 -1.412993 -2.007672
H: 10.709611 1.311927 -0.162812
H: 11.178041 1.077927 -1.832512
H: 10.361131 2.439457 -1.603692
H: 6.835451 -0.223433 1.983848
H: 5.926681 -0.265653 0.577778
H: 5.763621 1.150417 1.723438
H: 9.228201 -1.433343 0.137148
C: -4.193829 -1.637243 0.506348
C: -4.773589 -2.892203 -0.190522
C: -6.133249 -2.504313 -0.785912
C: -6.058189 -1.597163 -2.028092
C: -5.272109 -2.216623 -3.166282
C: -3.812059 -2.660733 -2.675442
N: -3.899179 -3.363753 -1.342352
O: -2.621619 -3.734093 -0.843902
C: -3.400149 -3.721493 -3.748232
C: -2.859969 -1.442943 -2.826942
C: -4.979069 -4.034213 0.909348
H: -3.827459 -0.883973 -0.191122
H: -3.259139 -1.859423 1.021208
H: -4.853159 -1.176643 1.242038
H: -6.742739 -3.372813 -1.035542
H: -6.693459 -1.914453 -0.060432
H: -5.580249 -0.668303 -1.716802
H: -7.041739 -1.258463 -2.353692
H: -5.196169 -1.478923 -3.965102
H: -5.838179 -3.021033 -3.635952
H: -2.466429 -4.267913 -3.615232
H: -4.146809 -4.509833 -3.843732
H: -3.272329 -3.320273 -4.753602
H: -3.134739 -0.524173 -2.308802
H: -1.885809 -1.769823 -2.463272
H: -2.839169 -1.144913 -3.875192
H: -4.049039 -4.261533 1.430358
H: -5.349299 -5.004013 0.576898
H: -5.732669 -3.770793 1.651508
H: -2.151749 -2.931333 -0.606402
C: -4.323759 -2.594183 5.662048
C: -2.944129 -1.982013 5.730308
C: -2.357919 -2.189453 7.140688
C: -1.799569 -3.600273 7.457778
C: -0.796559 -4.056633 6.362948
C: -1.277839 -3.863193 4.925648
N: -1.939289 -2.506943 4.745188
O: -2.291159 -2.198683 3.469788
C: -0.120159 -3.995373 3.925068
C: -2.282109 -5.008853 4.521758
C: -3.042619 -0.434103 5.556618
H: -4.810009 -2.524753 4.688988
H: -4.905929 -1.967753 6.337888
H: -4.446209 -3.632923 5.968868
H: -1.528989 -1.494653 7.275648
H: -3.001549 -1.846343 7.950698
H: -2.637999 -4.272883 7.638738
H: -1.297449 -3.536893 8.423148
H: -0.745019 -5.110873 6.634998
H: 0.156821 -3.554033 6.525928
H: -0.430959 -4.280483 2.919978
H: 0.323271 -3.036993 3.654908
H: 0.681611 -4.647133 4.272168
H: -3.188849 -4.591713 4.083658
H: -1.856619 -5.821283 3.932678
H: -2.699649 -5.545353 5.373778
H: -2.166849 0.118137 5.215788
H: -3.441519 0.186037 6.359368
H: -3.698889 -0.255583 4.704828
H: -2.872029 -2.940603 3.286078
C: -1.064829 1.442317 1.700358
C: -0.070629 0.953567 0.630938
C: 1.191121 1.895267 0.762218
C: 2.343771 1.451057 -0.158002
C: 2.741911 0.048207 0.354328
C: 1.549411 -1.005743 0.302458
N: 0.312881 -0.483233 0.881878
O: -0.761189 -1.374053 0.873778
C: 1.391441 -1.484163 -1.134352
C: 1.996751 -2.186743 1.189228
C: -0.652069 1.174207 -0.773072
H: -2.057159 0.998947 1.617888
H: -1.111499 2.523727 1.572018
H: -0.775369 1.305067 2.742218
H: 0.809921 2.857557 0.420478
H: 1.572791 2.011047 1.776628
H: 3.176321 2.101117 0.111058
H: 2.196321 1.530567 -1.235052
H: 3.181781 0.242597 1.332508
H: 3.465961 -0.393273 -0.330482
H: 0.533351 -2.106853 -1.387432
H: 1.384341 -0.657773 -1.845082
H: 2.240071 -2.111213 -1.407712
H: 1.219761 -2.949793 1.142848
H: 2.894501 -2.690203 0.830528
H: 2.051221 -1.773553 2.196408
H: -1.521399 0.561597 -1.011982
H: 0.098471 1.073137 -1.557022
H: -1.111159 2.161257 -0.828502
H: -0.778309 -1.568863 1.813648
C: 2.208051 5.036367 2.659068
C: 2.301491 6.302217 3.554538
C: 1.273531 6.314267 4.673698
O: 3.537431 6.260007 4.244008
H: 2.551251 4.124977 3.148628
H: 2.887561 5.182907 1.819488
H: 1.202501 4.936787 2.250348
H: 2.285281 7.240657 3.000318
H: 1.445161 5.531177 5.412228
H: 0.274211 6.068467 4.314478
H: 1.193381 7.285907 5.161138
H: 3.744561 7.154907 4.523018
C: 1.292841 -0.283563 6.371198
C: 2.311561 0.752577 5.762398
C: 2.146831 1.113017 4.316998
O: 2.168501 1.979617 6.507678
H: 0.271751 -0.030253 6.086048
H: 1.321741 -0.242273 7.460028
H: 1.548621 -1.268753 5.981218
H: 3.317341 0.336667 5.821828
H: 2.090711 0.252157 3.650758
H: 3.000821 1.705797 3.989268
H: 1.228251 1.674677 4.147148
H: 2.556681 2.698057 6.002938
C: 0.354571 1.234357 -5.131042
C: -0.624059 1.445427 -6.318282
C: -0.067549 2.421877 -7.339062
O: -0.824489 0.220887 -7.002242
H: 0.754081 2.211347 -4.859012
H: 1.218031 0.687987 -5.510542
H: -0.086899 0.714837 -4.280562
H: -1.614169 1.706197 -5.944402
H: -0.764119 2.679377 -8.136922
H: 0.728891 1.918337 -7.887012
H: 0.266481 3.282617 -6.759712
H: -1.447539 0.488937 -7.681622
C: -1.860939 3.979137 3.840518
C: -3.061389 3.342017 4.519568
C: -2.659559 3.190697 6.026338
O: -4.192409 4.349767 4.439698
H: -2.185619 4.264337 2.839848
H: -1.089159 3.235157 3.643118
H: -1.611099 4.957497 4.250978
H: -3.371419 2.430217 4.009078
H: -2.565029 4.177587 6.479338
H: -1.693679 2.689907 6.092498
H: -3.461259 2.615227 6.489168
H: -4.372819 4.550467 3.518418
C: 5.266371 -2.316093 -2.127032
C: 5.436521 -3.024643 -0.760392
C: 4.580561 -4.299393 -0.766552
O: 6.814071 -3.417933 -0.714282
H: 5.904921 -1.433213 -2.156872
H: 4.301271 -1.939753 -2.466232
H: 5.520251 -3.070423 -2.871762
H: 5.214101 -2.480493 0.157508
H: 3.542091 -4.032853 -0.963102
H: 4.450161 -4.902743 0.131808
H: 4.983211 -5.026363 -1.471872
H: 7.286061 -2.582973 -0.754982
C: 0.559021 -3.303893 -7.272972
C: -0.217039 -3.287013 -5.965582
C: 0.553281 -2.821233 -4.746062
O: -1.370029 -2.388013 -6.196902
H: -0.068719 -3.711443 -8.065402
H: 1.510721 -3.820493 -7.148502
H: 0.671491 -2.264503 -7.581392
H: -0.620719 -4.280383 -5.769722
H: -0.034289 -2.948393 -3.836832
H: 0.913591 -1.797843 -4.850722
H: 1.464571 -3.388463 -4.556572
H: -1.089079 -1.508403 -6.459502

Cartesian forces (eV/Å) of the 3 atoms listed first:
-1.1 0.0 -0.4
1.7 0.9 0.9
-0.6 -1.0 -0.1